# 1
Entry from the Open Molecules 2025 dataset: a molecular structure, C26H28F6FeNO2 (ωB97M-V with the def2-TZVPD basis set).

XYZ file:
```
64
C26H28F6FeNO2 (ωB97M-V with the def2-TZVPD basis set)
C -1.27 -2.31 -1.22
C -1.72 -1.04 -1.61
C -0.59 -0.23 -1.90
H -2.76 -0.73 -1.71
C 0.59 -0.96 -1.53
C 0.16 -2.28 -1.15
H 1.62 -0.65 -1.68
C -2.24 -0.73 2.26
C -3.17 -0.33 1.29
C -2.75 0.93 0.76
H -4.09 -0.86 1.02
C -1.48 1.26 1.31
C -1.17 0.24 2.32
H -0.62 0.71 -2.46
H 0.82 -3.12 -0.98
H -1.89 -3.19 -1.13
H -0.46 0.30 3.13
H -3.37 1.59 0.14
H -2.34 -1.57 2.93
Fe 0.03 -0.81 0.69
C -0.68 2.51 1.02
C -0.06 2.98 2.34
C -1.47 3.61 0.29
H -0.90 3.25 3.00
H 0.61 3.83 2.23
H 0.51 2.17 2.82
H -2.29 3.96 0.90
H -1.87 3.27 -0.67
H -0.81 4.46 0.08
C 0.38 2.09 -0.01
C 1.64 1.43 0.36
H 0.70 2.90 -0.68
H -0.18 1.42 -0.70
O 1.57 0.24 0.88
N 2.85 2.01 0.12
C 3.51 1.80 -1.18
H 3.49 2.02 0.92
C 2.60 1.98 -2.37
C 2.66 1.06 -3.42
H 3.37 0.23 -3.34
C 1.83 1.21 -4.53
H 1.93 0.51 -5.36
C 0.91 2.26 -4.59
H 0.26 2.36 -5.46
C 0.87 3.20 -3.56
H 0.15 4.01 -3.57
C 1.82 3.14 -2.53
H 1.92 3.96 -1.81
H 3.96 0.80 -1.18
H 4.34 2.50 -1.26
C 0.31 -4.64 1.09
C -0.42 -3.69 2.02
O -0.41 -2.40 1.59
C -1.95 -4.15 2.06
F -2.09 -5.50 1.87
F -2.61 -3.84 3.21
F -2.64 -3.54 1.04
C 0.20 -3.75 3.50
F -0.04 -4.95 4.11
F 1.55 -3.60 3.43
F -0.26 -2.78 4.32
H -0.26 -4.68 0.16
H 0.39 -5.64 1.52
H 1.31 -4.25 0.86
```

Computed properties:
**HOMO level (spin up / spin down)**: -3.266 / -3.176 eV
**Total energy**: -83692.9716 eV
**Total charge**: -1
**<S²>**: 6.039
**Energy relative to the best compared isomer or geometry (same formula, charge and spin)**: 2.524 eV
**Multiplicity**: 5

Now the Löwdin charges, all in e:
1 C -0.15
2 C -0.14
3 C -0.17
4 H 0.09
5 C -0.21
6 C -0.20
7 H 0.08
8 C -0.15
9 C -0.15
10 C -0.12
11 H 0.08
12 C -0.27
13 C -0.17
14 H 0.09
15 H 0.07
16 H 0.08
17 H 0.09
18 H 0.09
19 H 0.07
20 Fe 0.82
21 C -0.48
22 C -0.04
23 C -0.05
24 H 0.09
25 H 0.08
26 H 0.08
27 H 0.08
28 H 0.08
29 H 0.08
30 C -0.11
31 C -0.36
32 H 0.08
33 H 0.10
34 O -0.04
35 N 0.05
36 C -0.13
37 H 0.14
38 C -0.23
39 C -0.06
40 H 0.12
41 C -0.08
42 H 0.10
43 C -0.09
44 H 0.10
45 C -0.08
46 H 0.10
47 C -0.06
48 H 0.12
49 H 0.12
50 H 0.12
51 C -0.01
52 C -0.42
53 O -0.25
54 C -0.47
55 F 0.10
56 F 0.12
57 F 0.11
58 C -0.49
59 F 0.11
60 F 0.12
61 F 0.13
62 H 0.09
63 H 0.09
64 H 0.09



# 2
Entry from the Open Molecules 2025 dataset: a molecular structure, C4H8AlF5GdNO (ωB97M-V with the def2-TZVPD basis set).

XYZ file:
```
21
C4H8AlF5GdNO (ωB97M-V with the def2-TZVPD basis set)
C -2.58 -1.37 -0.19
O -2.39 0.03 -0.47
C -1.74 0.37 -1.58
Al 0.34 0.78 -1.02
N 1.31 -0.58 -1.72
C 0.34 0.80 1.07
F -0.25 -0.27 1.68
F -0.28 1.91 1.54
C 1.74 0.91 1.74
F 1.94 1.81 2.68
F 2.11 -0.39 2.44
F 2.80 0.96 0.89
H -1.62 -1.88 -0.24
H -3.00 -1.43 0.81
H -3.27 -1.77 -0.93
H -1.67 -0.39 -2.36
H -1.98 1.39 -1.90
H 0.65 2.23 -1.51
H 2.30 -0.68 -1.52
H 0.93 -1.50 -1.87
Gd 4.30 -0.93 2.44
```

Computed properties:
**HOMO level (spin up / spin down)**: -14.940 / -15.013 eV
**Total energy**: -48814.2300 eV
**Total charge**: +2
**<S²>**: 16.779
**Energy relative to the best compared isomer or geometry (same formula, charge and spin)**: 0.000 eV
**Multiplicity**: 8

Now the Löwdin charges, all in e:
1 C 0.00
2 O -0.12
3 C -0.12
4 Al 0.44
5 N -0.05
6 C -0.42
7 F 0.05
8 F 0.08
9 C -0.41
10 F 0.22
11 F -0.26
12 F 0.04
13 H 0.10
14 H 0.11
15 H 0.12
16 H 0.12
17 H 0.11
18 H -0.03
19 H -0.02
20 H 0.01
21 Gd 2.03



# 3
Entry from the Open Molecules 2025 dataset: 2 unconnected molecules or ions with the total composition C5H14 (ωB97M-V with the def2-TZVPD basis set).

XYZ file:
```
19
C5H14 (ωB97M-V with the def2-TZVPD basis set)
C -2.51 -0.30 0.78
C -1.78 0.86 1.44
H -1.89 -1.28 0.92
H -3.49 -0.59 1.25
H -2.58 -0.10 -0.38
H -2.35 1.76 1.41
H -0.86 1.20 0.84
H -1.58 0.62 2.47
C 1.33 -0.87 -0.74
C 2.60 -0.34 -0.12
C 0.62 0.32 -1.53
H 1.52 -1.67 -1.28
H 0.59 -1.25 0.11
H 2.67 0.23 0.80
H 1.31 0.69 -2.38
H 3.08 0.52 -0.79
H 3.32 -1.24 0.18
H -0.34 0.26 -2.09
H 0.34 1.19 -0.89
```

Computed properties:
**HOMO level (spin up / spin down)**: -15.265 / -14.807 eV
**Total energy**: -5399.3101 eV
**Total charge**: +1
**<S²>**: 0.753
**Energy relative to the best compared isomer or geometry (same formula, charge and spin)**: 1.795 eV
**Multiplicity**: 2

Now the Löwdin charges, all in e:
1 C -0.16
2 C -0.17
3 H 0.09
4 H 0.09
5 H 0.10
6 H 0.06
7 H 0.07
8 H 0.07
9 C -0.16
10 C 0.00
11 C -0.07
12 H 0.07
13 H 0.23
14 H 0.12
15 H 0.13
16 H 0.19
17 H 0.17
18 H 0.09
19 H 0.07



# 4
Entry from the Open Molecules 2025 dataset: a molecular structure, C22H59GaN4O8P (ωB97M-V with the def2-TZVPD basis set).

XYZ file:
```
95
C22H59GaN4O8P (ωB97M-V with the def2-TZVPD basis set)
C -2.77 0.75 -2.05
P -2.58 -1.06 -2.40
O -3.07 -1.66 -0.88
Ga -0.18 -1.29 -2.35
C 0.47 0.39 -3.32
C -0.20 0.53 -4.66
O 0.07 1.80 -5.33
C 0.16 -0.58 -5.66
N -0.95 -1.44 -6.06
H -3.74 0.90 -1.55
H -1.99 1.18 -1.41
H -2.80 1.30 -2.99
H -3.97 -1.98 -0.99
H 0.33 -1.43 -0.86
H 0.16 -2.62 -3.20
H 1.56 0.38 -3.43
H 0.19 1.22 -2.67
H -1.29 0.49 -4.49
H -0.59 2.42 -5.03
H 0.60 -0.09 -6.52
H 0.91 -1.24 -5.22
H -1.06 -2.18 -5.39
H -1.81 -0.91 -6.05
C 4.81 4.29 2.15
O 5.30 3.03 2.52
C 4.74 2.48 3.72
C 3.71 1.41 3.47
N 2.48 1.95 2.92
C 1.52 0.97 2.43
C 1.95 -0.06 1.39
O 2.14 0.45 0.09
C 3.32 1.16 -0.14
H 5.51 4.70 1.41
H 3.82 4.25 1.69
H 4.77 4.97 3.00
H 4.32 3.29 4.33
H 5.57 2.04 4.27
H 3.50 0.94 4.43
H 4.17 0.64 2.83
H 2.68 2.61 2.19
H 0.67 1.52 2.01
H 1.12 0.41 3.29
H 1.13 -0.77 1.28
H 2.83 -0.63 1.71
H 4.18 0.71 0.37
H 3.26 2.21 0.17
H 3.50 1.14 -1.21
C 1.39 -3.61 9.20
O 2.20 -2.74 9.96
C 3.52 -3.19 10.23
C 4.57 -2.50 9.39
N 4.50 -2.91 8.00
C 5.29 -2.13 7.05
C 5.11 -0.62 6.99
O 3.91 -0.18 6.40
C 2.75 -0.29 7.20
H 0.37 -3.28 9.32
H 1.64 -3.61 8.14
H 1.47 -4.64 9.57
H 3.58 -4.28 10.10
H 3.72 -2.96 11.28
H 5.55 -2.78 9.79
H 4.45 -1.42 9.54
H 3.53 -2.94 7.69
H 5.09 -2.53 6.06
H 6.35 -2.33 7.26
H 5.90 -0.24 6.34
H 5.25 -0.14 7.97
H 2.96 -0.04 8.25
H 2.31 -1.29 7.17
H 2.02 0.41 6.81
C -6.88 0.77 -9.70
O -7.27 1.57 -8.60
C -8.13 0.95 -7.67
C -7.43 0.53 -6.39
N -6.55 -0.60 -6.61
C -5.65 -0.93 -5.50
C -4.73 0.14 -4.93
O -3.65 0.51 -5.76
C -3.94 1.34 -6.86
H -6.47 1.45 -10.45
H -6.10 0.04 -9.44
H -7.73 0.24 -10.13
H -8.63 0.09 -8.13
H -8.90 1.69 -7.41
H -8.21 0.23 -5.68
H -6.93 1.41 -5.98
H -6.01 -0.46 -7.45
H -5.01 -1.75 -5.84
H -6.25 -1.32 -4.68
H -4.27 -0.29 -4.03
H -5.28 1.04 -4.61
H -4.67 2.11 -6.60
H -4.31 0.78 -7.72
H -3.00 1.81 -7.14
```

Computed properties:
**HOMO level**: -3.643 eV
**Total energy**: -107772.2647 eV
**Total charge**: -1
**Energy relative to the best compared isomer or geometry (same formula, charge and spin)**: 0.130 eV

Now the Löwdin charges, all in e:
1 C -0.37
2 P 0.67
3 O -0.46
4 Ga 0.25
5 C -0.29
6 C -0.48
7 O -0.08
8 C -0.27
9 N 0.00
10 H 0.02
11 H 0.02
12 H 0.01
13 H 0.00
14 H -0.10
15 H -0.11
16 H 0.05
17 H 0.04
18 H 0.08
19 H 0.06
20 H 0.10
21 H 0.09
22 H 0.03
23 H 0.03
24 C -0.12
25 O -0.19
26 C -0.22
27 C -0.22
28 N -0.05
29 C -0.20
30 C -0.24
31 O -0.21
32 C -0.10
33 H 0.09
34 H 0.07
35 H 0.08
36 H 0.12
37 H 0.12
38 H 0.10
39 H 0.11
40 H 0.07
41 H 0.12
42 H 0.11
43 H 0.10
44 H 0.11
45 H 0.09
46 H 0.07
47 H 0.09
48 C -0.11
49 O -0.19
50 C -0.22
51 C -0.22
52 N -0.05
53 C -0.20
54 C -0.22
55 O -0.21
56 C -0.09
57 H 0.09
58 H 0.07
59 H 0.09
60 H 0.12
61 H 0.12
62 H 0.12
63 H 0.10
64 H 0.07
65 H 0.12
66 H 0.12
67 H 0.12
68 H 0.11
69 H 0.09
70 H 0.07
71 H 0.09
72 C -0.12
73 O -0.19
74 C -0.22
75 C -0.23
76 N -0.05
77 C -0.19
78 C -0.25
79 O -0.21
80 C -0.09
81 H 0.09
82 H 0.07
83 H 0.09
84 H 0.12
85 H 0.12
86 H 0.12
87 H 0.10
88 H 0.07
89 H 0.12
90 H 0.12
91 H 0.01
92 H 0.12
93 H 0.09
94 H 0.07
95 H 0.09



# 5
Entry from the Open Molecules 2025 dataset: 3 unconnected molecules or ions with the total composition C32H78N6O8P4 (ωB97M-V with the def2-TZVPD basis set).

XYZ file:
```
128
C32H78N6O8P4 (ωB97M-V with the def2-TZVPD basis set)
C 1.21 -8.85 -0.77
C 1.07 -8.24 -2.31
O -0.33 -7.92 -2.68
C -0.29 -6.54 -3.26
C -1.78 -6.05 -3.82
C -2.54 -5.01 -2.76
C -3.02 -3.64 -3.53
C -3.45 -2.40 -2.55
P -2.01 -1.51 -1.68
C -2.44 -2.49 -0.06
C -1.60 -1.91 1.27
C -0.84 -3.25 1.92
O -1.64 -4.14 2.51
O 0.62 -3.38 1.76
C -0.18 -2.07 -1.63
C 0.39 -2.70 -3.03
C 1.91 -3.31 -2.68
C 2.32 -4.21 -4.03
C 2.91 -2.01 -2.66
C 4.33 -2.30 -1.83
C 4.40 -1.28 -0.52
C 3.98 -1.70 0.88
C 3.63 -0.50 1.99
C 3.88 -3.32 1.22
P -1.67 -0.16 -3.40
O -2.00 -0.83 -4.79
O -0.06 0.53 -3.28
O -2.79 1.22 -3.26
H 2.32 -8.63 -0.41
H 0.47 -8.34 -0.01
H 1.04 -10.01 -0.72
H 1.78 -7.29 -2.35
H 1.46 -9.02 -3.11
H 0.12 -5.86 -2.39
H 0.55 -6.51 -4.10
H -2.43 -7.03 -3.91
H -1.67 -5.50 -4.87
H -1.67 -4.68 -2.00
H -3.44 -5.53 -2.22
H -3.99 -3.94 -4.15
H -2.20 -3.39 -4.33
H -4.01 -1.59 -3.21
H -4.25 -2.80 -1.79
H -2.36 -0.30 -0.92
H -3.59 -2.35 0.24
H -2.22 -3.63 -0.17
H -2.31 -1.43 2.07
H -0.81 -1.10 0.97
H 1.02 -3.02 2.62
H 0.00 -2.90 -0.80
H 0.45 -1.12 -1.26
H -0.22 -3.62 -3.44
H 0.56 -1.93 -3.90
H 1.92 -3.95 -1.69
H 2.92 -5.18 -3.75
H 1.36 -4.54 -4.65
H 2.97 -3.57 -4.80
H 2.45 -1.05 -2.13
H 3.14 -1.65 -3.78
H 5.22 -1.96 -2.55
H 4.37 -3.43 -1.54
H 4.74 -0.14 -0.60
H 3.26 0.47 1.42
H 2.72 -0.81 2.70
H 4.59 -0.21 2.62
H 3.22 -3.80 0.36
H 3.33 -3.53 2.24
H 4.94 -3.81 1.27
H 0.04 0.97 -2.38
H -2.90 1.46 -2.29
C -5.90 4.87 -0.21
N -5.26 3.60 0.09
C -4.47 3.11 -1.04
P -5.59 2.50 1.34
O -4.10 2.49 1.76
N -6.07 3.38 2.74
C -6.74 4.67 2.75
C -5.22 3.29 3.93
N -7.31 2.51 0.86
C -8.12 1.67 1.77
C -7.58 1.98 -0.49
H -6.98 4.78 -0.32
H -5.53 5.32 -1.14
H -5.68 5.61 0.57
H -5.08 2.54 -1.74
H -3.66 2.45 -0.70
H -3.98 3.92 -1.59
H -6.03 5.50 2.66
H -7.29 4.82 3.69
H -7.51 4.77 1.97
H -4.34 3.94 3.84
H -4.90 2.26 4.11
H -5.77 3.59 4.84
H -7.79 0.62 1.74
H -9.18 1.70 1.50
H -8.07 2.00 2.81
H -7.11 1.00 -0.64
H -7.24 2.66 -1.27
H -8.66 1.87 -0.66
C 4.45 5.17 0.58
N 4.08 4.47 1.79
C 2.63 4.30 1.91
P 5.00 4.19 3.20
O 4.68 2.67 3.13
N 6.64 3.96 2.74
C 7.30 4.54 1.58
C 7.26 2.65 3.00
N 5.36 5.93 3.28
C 6.28 6.22 4.41
C 4.20 6.80 3.51
H 4.82 6.18 0.77
H 3.62 5.28 -0.12
H 5.21 4.62 0.03
H 2.16 5.17 2.36
H 2.38 3.43 2.52
H 2.15 4.12 0.93
H 7.12 3.96 0.67
H 8.39 4.59 1.73
H 7.01 5.58 1.40
H 6.95 1.91 2.26
H 6.98 2.28 4.00
H 8.35 2.71 3.00
H 5.82 5.94 5.37
H 6.53 7.29 4.44
H 7.23 5.70 4.33
H 3.59 6.45 4.35
H 3.56 6.87 2.63
H 4.51 7.83 3.70
```

Computed properties:
**HOMO level**: -8.063 eV
**Total energy**: -96907.6850 eV
**Structure (SMILES)**: CCOCCCCC[PH](CCC(=O)O)(CC[C@@H](C)CCC=C(C)C)P(=O)(O)O.CN(C)P(=O)(N(C)C)N(C)C.CN(C)P(=O)(N(C)C)N(C)C
**Energy relative to the best compared isomer or geometry (same formula, charge and spin)**: 15.798 eV

Atomic partial charges in e from the Löwdin method, atoms 1 to 99:
1 C -0.11
2 C -0.25
3 O -0.23
4 C -0.21
5 C -0.14
6 C -0.20
7 C -0.25
8 C -0.31
9 P 0.70
10 C -0.36
11 C -0.14
12 C -0.29
13 O -0.02
14 O -0.05
15 C -0.30
16 C -0.20
17 C -0.31
18 C -0.10
19 C -0.19
20 C -0.18
21 C -0.08
22 C -0.24
23 C -0.11
24 C -0.10
25 P 0.60
26 O -0.40
27 O -0.27
28 O -0.26
29 H 0.08
30 H 0.08
31 H 0.08
32 H 0.11
33 H 0.13
34 H 0.12
35 H 0.11
36 H 0.12
37 H 0.12
38 H 0.09
39 H 0.12
40 H 0.13
41 H 0.09
42 H 0.10
43 H 0.09
44 H 0.03
45 H 0.10
46 H 0.08
47 H 0.12
48 H 0.10
49 H 0.12
50 H 0.10
51 H 0.10
52 H 0.08
53 H 0.12
54 H 0.13
55 H 0.08
56 H 0.07
57 H 0.09
58 H 0.10
59 H 0.12
60 H 0.11
61 H 0.10
62 H 0.11
63 H 0.08
64 H 0.07
65 H 0.08
66 H 0.06
67 H 0.07
68 H 0.09
69 H 0.08
70 H 0.01
71 C -0.13
72 N -0.33
73 C -0.15
74 P 0.75
75 O -0.31
76 N -0.33
77 C -0.15
78 C -0.14
79 N -0.27
80 C -0.14
81 C -0.13
82 H 0.07
83 H 0.08
84 H 0.06
85 H 0.07
86 H 0.05
87 H 0.09
88 H 0.08
89 H 0.08
90 H 0.07
91 H 0.08
92 H 0.07
93 H 0.08
94 H 0.08
95 H 0.08
96 H 0.07
97 H 0.09
98 H 0.07
99 H 0.09



# 6
Entry from the Open Molecules 2025 dataset: C6H8O2 in the gas phase (ωB97M-V with the def2-TZVPD basis set).

XYZ file:
```
16
C6H8O2 (ωB97M-V with the def2-TZVPD basis set)
C 2.57 1.24 0.51
C 1.86 0.19 0.23
C 1.19 -0.89 -0.07
O 1.83 -2.06 -0.37
O -0.17 -1.07 -0.06
C -1.08 -0.05 -0.16
C -0.83 1.18 -0.57
C -2.44 -0.56 0.22
H 2.89 1.94 -0.25
H 2.87 1.47 1.52
H 1.15 -2.74 -0.48
H 0.15 1.51 -0.85
H -1.63 1.90 -0.64
H -2.44 -0.86 1.27
H -2.70 -1.42 -0.38
H -3.19 0.22 0.08
```

Computed properties:
**HOMO level**: -8.436 eV
**Total energy**: -10443.8056 eV
**Structure (SMILES)**: C=C=C(O)OC(=C)C
**Energy relative to the best compared isomer or geometry (same formula, charge and spin)**: 2.921 eV

Now the Löwdin charges, all in e:
1 C 0.02
2 C -0.04
3 C -0.37
4 O 0.09
5 O 0.03
6 C -0.39
7 C 0.08
8 C -0.02
9 H 0.06
10 H 0.06
11 H 0.12
12 H 0.05
13 H 0.06
14 H 0.09
15 H 0.08
16 H 0.08